[1]
Density functional theory data (the ωB97M-V functional and the def2-TZVPD basis) for CH2ClNO2S in the gas phase.

XYZ file:
```
8
Properties=species:S:1:pos:R:3
C 0.53 0.25 0.27
N 1.75 0.06 0.56
O 0.21 0.80 -0.90
O 3.70 1.41 -0.15
S 3.02 0.24 -0.57
Cl 3.82 -1.34 0.49
H -0.08 0.05 1.02
H -0.73 0.79 -1.05
```

For the HOMO energy, the calculation gives -9.82 eV. The calculation puts the energy relative to the best compared isomer or geometry (same formula, charge and spin) at 171.3 kJ/mol. The charge is 0. The calculated total energy is -30010.4329 eV. The multiplicity is 1. Its LUMO energy is 0.113 eV.

***

[2]
Density functional theory data (the ωB97M-V functional and the def2-TZVPD basis) for a molecular structure, C10H10N2O.

XYZ file:
```
23
Properties=species:S:1:pos:R:3
C -3.00 -1.69 0.45
C -2.54 -0.32 -0.05
C -1.08 -0.22 -0.33
C 0.93 -0.84 -0.25
C 2.15 -1.57 -0.14
C 3.37 -0.92 0.03
C 3.32 0.49 0.41
C 2.17 1.30 0.14
C 0.93 0.66 -0.20
C -0.97 2.41 0.06
H -2.98 -1.77 1.80
H -2.28 -2.86 0.14
H -3.96 -1.54 -0.11
H 2.26 -2.60 -0.49
H 4.38 -1.20 0.18
H 4.21 1.02 0.73
H 2.24 2.28 0.06
H -2.02 2.16 0.65
H -1.41 2.71 -1.00
H -0.18 3.06 0.32
N -0.38 -1.32 -0.25
N -0.45 1.01 -0.17
O -3.26 0.65 -0.02
```

For the HOMO energy, the calculation gives -8.56 eV. The calculation puts the energy relative to the best compared isomer or geometry (same formula, charge and spin) at 445.1 kJ/mol. The charge is 0. The calculated total energy is -15555.5540 eV. The multiplicity is 1. Its LUMO energy is -0.039 eV.

***

[3]
Density functional theory data (the ωB97M-V functional and the def2-TZVPD basis) for C2H4BrP in the gas phase.

XYZ file:
```
8
Properties=species:S:1:pos:R:3
C 0.21 -0.26 -0.23
C -0.52 0.79 -0.63
P 2.17 -1.39 0.03
Br 3.61 0.30 -0.42
H 2.57 -1.34 1.47
H -0.47 -1.15 -0.04
H -1.51 0.83 -0.23
H 0.04 1.64 -0.74
```

For the HOMO energy (alpha / beta), the calculation gives -6.29 / -10.03 eV. The calculation puts the energy relative to the best compared isomer or geometry (same formula, charge and spin) at 228.0 kJ/mol. The charge is 0. The calculated total energy is -81463.9719 eV. Its expectation value of S² is 2.013. The multiplicity is 3. Its LUMO energy (alpha / beta) is 0.199 / -3.082 eV.

***

[4]
Density functional theory data (the ωB97M-V functional and the def2-TZVPD basis) for a molecular structure, C24H27N9O4ReS.

XYZ file:
```
66
Properties=species:S:1:pos:R:3
Re 1.37 0.75 -0.76
N 5.22 0.78 1.47
C 4.08 0.51 0.79
S 3.50 1.79 -0.28
N 3.46 -0.61 0.96
N 2.31 -0.80 0.24
C 1.97 -2.08 0.18
C 0.97 -2.67 -0.62
C 0.86 -4.08 -0.63
C 0.01 -4.74 -1.48
C -0.80 -4.00 -2.35
C -0.77 -2.64 -2.35
C 0.10 -1.92 -1.48
O 0.08 -0.65 -1.52
H 5.78 1.54 1.13
H 5.68 0.02 1.95
H 2.58 -2.75 0.77
H 1.48 -4.64 0.05
H -0.04 -5.81 -1.48
H -1.46 -4.52 -3.04
H -1.41 -2.05 -2.99
C -3.75 -3.64 1.77
N -2.59 -2.90 2.19
C -2.16 -2.88 3.46
C -1.06 -2.17 3.81
C -0.40 -1.46 2.78
N -0.82 -1.47 1.53
C -1.91 -2.16 1.17
O -2.37 -2.20 0.05
N 0.73 -0.77 3.04
H -4.21 -4.14 2.61
H -3.45 -4.37 1.01
H -4.46 -2.95 1.31
H -2.74 -3.45 4.18
H -0.70 -2.15 4.83
H 0.96 -0.55 3.99
H 1.06 -0.18 2.29
C -1.34 4.84 -3.58
N -0.43 3.72 -3.51
C 0.02 3.08 -4.61
C 0.84 2.01 -4.54
C 1.22 1.55 -3.23
O 2.00 0.61 -2.98
N 0.69 2.18 -2.15
C -0.12 3.25 -2.21
O -0.58 3.82 -1.24
H -1.17 5.41 -4.49
H -1.17 5.47 -2.70
H -2.37 4.49 -3.55
H -0.32 3.48 -5.56
H 1.20 1.49 -5.41
C 1.99 2.46 2.39
C 0.59 2.28 1.92
C -0.53 2.83 2.53
C -1.63 2.42 1.79
C -1.15 1.64 0.74
C -2.04 1.05 -0.29
N 0.21 1.55 0.83
H 1.98 2.94 3.37
H 2.53 3.10 1.69
H 2.52 1.52 2.45
H -0.53 3.47 3.39
H -2.66 2.66 1.97
H -2.42 1.84 -0.94
H -2.88 0.58 0.21
H -1.54 0.30 -0.89
```

For the HOMO energy (alpha / beta), the calculation gives -6.59 / -6.61 eV. The calculation puts the energy relative to the best compared isomer or geometry (same formula, charge and spin) at 91.3 kJ/mol. The charge is 0. The calculated total energy is -59894.2210 eV. Its expectation value of S² is 0.770. The multiplicity is 2. Its LUMO energy (alpha / beta) is -1.423 / -1.082 eV.

***

[5]
Density functional theory data (the ωB97M-V functional and the def2-TZVPD basis) for a molecular structure, C7H22ClHfI2OP2.

XYZ file:
```
36
Properties=species:S:1:pos:R:3
I 1.43 0.34 1.28
I 0.66 1.88 -1.07
Hf -1.47 -0.54 -0.01
P -0.24 -2.26 -1.51
C 1.38 -2.37 -2.41
C -0.11 -3.96 -0.80
H -0.09 -4.71 -1.61
H -1.08 -3.59 -3.37
H -0.96 -4.16 -0.14
H -2.34 -2.46 -2.70
H 2.19 -2.29 -1.66
H 0.82 -4.07 -0.22
C -1.28 -2.57 -2.99
H 1.45 -3.33 -2.98
H -1.03 -1.84 -3.77
H 1.40 -1.52 -3.12
P -1.35 2.01 1.93
C -0.07 3.32 2.26
C -2.77 3.05 1.42
H -2.53 0.95 3.74
H -2.20 2.67 4.15
H -0.91 1.43 4.27
C -1.79 1.75 3.69
H -3.58 2.36 1.17
H -3.08 3.75 2.22
H -0.37 4.00 3.08
H 0.11 3.92 1.36
H -2.52 3.62 0.52
H 0.88 2.81 2.51
Cl -3.48 -1.28 0.81
C 4.09 0.61 -0.78
O 3.60 -0.10 -1.91
H 4.71 -0.07 -0.18
H 3.25 0.95 -0.11
H 4.64 1.49 -1.14
H 2.65 0.18 -1.94
```

For the HOMO energy, the calculation gives -18.75 eV. The charge is +3. The calculated total energy is -58240.4211 eV. The multiplicity is 1. Its LUMO energy is -13.885 eV.

***

[6]
Density functional theory data (the ωB97M-V functional and the def2-TZVPD basis) for 5 unconnected molecules or ions with the total composition CH11O4S.

XYZ file:
```
17
Properties=species:S:1:pos:R:3
C -2.69 0.86 0.99
S -1.45 -0.23 0.09
H -3.65 0.44 1.15
H -2.05 1.10 1.83
H -2.65 1.77 0.40
H 0.49 -0.28 1.75
H 0.69 -1.26 2.79
O 1.22 -0.87 2.08
H 1.26 6.45 -2.54
H 2.17 5.49 -3.30
O 2.06 6.43 -3.08
H 2.38 -4.12 0.69
H 1.10 -4.40 -0.16
O 1.57 -4.64 0.64
H 0.28 -2.25 -0.41
H -0.72 -1.96 -1.63
O 0.00 -2.52 -1.29
```

For the HOMO energy, the calculation gives -2.91 eV. The calculation puts the energy relative to the best compared isomer or geometry (same formula, charge and spin) at 131.4 kJ/mol. The charge is -1. The calculated total energy is -20241.5603 eV. The multiplicity is 1. Its LUMO energy is 2.898 eV.

***

[7]
Density functional theory data (the ωB97M-V functional and the def2-TZVPD basis) for 8 unconnected molecules or ions with the total composition C12H37O14.

XYZ file:
```
63
Properties=species:S:1:pos:R:3
O -0.67 -2.16 -0.36
C -0.42 -0.94 0.12
O 0.68 -0.59 0.56
O -1.38 -0.12 0.27
H -1.62 -2.26 -0.37
C -0.18 -5.22 -0.60
O 0.17 -5.04 0.74
H -0.28 -6.27 -0.88
H -1.08 -4.66 -0.86
H 0.55 -4.74 -1.25
H 0.60 -4.18 0.78
C -3.65 -3.61 -2.04
O -3.43 -3.30 -0.64
H -3.00 -4.37 -2.49
H -4.67 -3.91 -2.26
H -3.62 -2.66 -2.56
H -3.77 -4.05 -0.14
C 2.61 -2.94 1.37
O 2.42 -2.63 -0.01
H 2.41 -2.08 2.01
H 2.15 -3.90 1.60
H 3.67 -3.18 1.47
H 1.61 -2.10 -0.04
C -4.27 0.16 1.72
C -4.16 1.44 0.93
O -3.62 1.26 -0.37
O -3.09 0.00 2.36
H -4.31 -0.70 1.05
H -5.05 0.06 2.48
H -3.50 2.14 1.45
H -5.09 1.97 0.73
H -2.81 0.74 -0.27
H -2.43 -0.17 1.69
C 1.14 -0.19 -2.72
C 0.72 1.25 -2.43
O 1.70 2.22 -2.91
O 0.90 -0.47 -4.12
H 0.73 -0.93 -2.03
H 2.22 -0.23 -2.58
H 0.92 1.39 -1.37
H -0.30 1.62 -2.55
H 1.58 2.28 -3.86
H 1.54 -1.18 -4.27
C -0.47 3.15 0.83
C 0.37 4.44 0.67
O 0.08 5.48 1.54
O 0.05 2.46 1.98
H -0.16 2.55 -0.03
H -1.52 3.44 0.92
H 0.32 4.82 -0.35
H 1.41 4.11 0.69
H 0.72 5.33 2.24
H -0.15 1.55 1.75
C 3.36 1.93 1.46
C 4.57 2.86 1.11
O 4.09 4.20 0.88
O 2.61 1.49 0.36
H 2.61 2.43 2.07
H 3.69 1.12 2.11
H 5.04 2.50 0.20
H 5.31 2.97 1.90
H 4.15 4.63 1.74
H 2.00 0.78 0.59
```

For the HOMO energy (alpha / beta), the calculation gives -9.76 / -9.75 eV. The charge is 0. The calculated total energy is -41701.9238 eV. Its expectation value of S² is 0.758. The multiplicity is 2. Its LUMO energy (alpha / beta) is 0.148 / -5.703 eV.

***

[8]
Density functional theory data (the ωB97M-V functional and the def2-TZVPD basis) for a molecular structure, C41H35As2BrN4O4S2W.

XYZ file:
```
90
Properties=species:S:1:pos:R:3
W 0.30 0.87 -1.08
C -2.58 -1.35 0.45
C -1.45 -1.72 1.38
As -0.22 -0.21 1.35
C -1.49 1.08 2.11
C -2.16 2.00 1.30
C -3.11 2.86 1.85
C -3.38 2.81 3.21
C -2.73 1.89 4.01
C -1.78 1.03 3.46
C 0.93 -0.49 2.88
C 1.15 -1.80 3.29
C 1.90 -2.06 4.43
C 2.44 -1.00 5.16
C 2.22 0.30 4.75
C 1.46 0.56 3.62
As -1.86 -0.79 -1.28
C -3.51 -0.54 -2.22
C -3.75 -1.17 -3.43
C -4.99 -1.02 -4.03
C -5.97 -0.23 -3.44
C -5.71 0.42 -2.24
C -4.48 0.27 -1.62
C -1.20 -2.52 -1.84
C 0.12 -2.73 -2.24
C 0.55 -4.00 -2.59
C -0.34 -5.07 -2.57
C -1.66 -4.86 -2.19
C -2.09 -3.59 -1.83
H -3.18 -0.56 0.88
H -3.24 -2.18 0.22
H -0.97 -2.65 1.07
H -1.75 -1.80 2.42
H -1.98 2.05 0.23
H -3.63 3.56 1.21
H -4.11 3.49 3.64
H -2.94 1.84 5.07
H -1.30 0.31 4.12
H 0.73 -2.64 2.75
H 2.05 -3.08 4.76
H 3.02 -1.20 6.05
H 2.62 1.13 5.32
H 1.25 1.59 3.36
H -2.98 -1.76 -3.91
H -5.19 -1.52 -4.97
H -6.93 -0.12 -3.91
H -6.47 1.04 -1.78
H -4.29 0.78 -0.68
H 0.81 -1.91 -2.30
H 1.57 -4.16 -2.91
H -0.01 -6.06 -2.85
H -2.36 -5.68 -2.19
H -3.13 -3.45 -1.57
N 4.51 0.07 -1.08
C 4.26 -1.11 -0.39
C 5.12 -2.08 0.11
C 4.53 -3.19 0.67
C 3.14 -3.34 0.71
C 2.29 -2.37 0.22
C 2.87 -1.22 -0.31
N 2.30 -0.08 -0.91
C 3.32 0.62 -1.38
C 3.12 1.88 -2.09
C 3.99 2.62 -2.82
S 3.18 4.00 -3.42
C 1.75 3.51 -2.66
N 1.86 2.39 -1.99
H 5.41 0.47 -1.29
H 6.20 -1.98 0.04
H 5.16 -3.97 1.08
H 2.72 -4.25 1.11
H 1.22 -2.53 0.18
H 5.02 2.43 -3.07
H 0.83 4.07 -2.74
O 0.03 2.34 -4.45
S -0.61 1.40 -3.59
O -1.76 0.72 -4.06
O 0.44 0.36 -3.01
O -0.90 2.07 -2.16
Br 3.97 3.21 2.81
C 2.43 3.46 1.79
C 1.86 4.71 1.62
C 0.71 4.82 0.84
C 0.18 3.69 0.26
N 0.73 2.48 0.43
C 1.84 2.37 1.18
H 2.30 5.59 2.09
H 0.23 5.78 0.68
H -0.71 3.74 -0.35
H 2.29 1.39 1.29
```

For the HOMO energy (alpha / beta), the calculation gives -13.48 / -13.45 eV. The calculation puts the energy relative to the best compared isomer or geometry (same formula, charge and spin) at 58.9 kJ/mol. The charge is +2. The calculated total energy is -272440.2116 eV. Its expectation value of S² is 2.018. The multiplicity is 3. Its LUMO energy (alpha / beta) is -5.668 / -6.180 eV.